No. 1
Entry from the OMol25 dataset: a cluster of 2 separate species, C5H16N3O in total at a distorted geometry (ωB97M-V with the def2-TZVPD basis set).

Energy above the lowest of the compared OMol25 structures with the same formula, charge and spin = 170.1 kJ/mol
Frontier orbital gap = 8.7 eV
Energy = -439.3639 Eh
Largest force on an atom = 3.30 eV/Å
E_HOMO = -11.88 eV
Charge = +1

Cartesian coordinates (Å):
C (-1.337, 1.905, -2.093)
O (1.913, -2.091, -1.884)
C (-0.308, 0.964, -1.490)
H (1.355, 0.319, 0.586)
H (0.592, -0.894, -2.099)
N (-0.383, 0.264, 4.118)
H (-1.684, -0.185, -0.139)
H (-2.351, 1.456, -2.188)
N (-0.139, -0.248, -2.451)
H (-0.582, -1.410, 2.111)
H (0.773, 1.254, 2.677)
H (0.710, 1.482, -1.448)
C (0.125, 0.355, 2.956)
H (0.653, -1.274, 0.070)
H (-1.055, 2.386, -3.072)
H (1.800, -3.006, -1.715)
C (-0.718, 0.421, -0.139)
H (-1.021, 1.288, 0.465)
H (-1.512, 2.752, -1.407)
C (0.414, -0.321, 0.584)
H (0.167, 0.115, -3.384)
H (2.813, -1.881, -1.576)
H (-1.001, -0.697, -2.575)
N (0.082, -0.649, 1.965)
H (-0.938, -0.491, 4.446)

No. 2
Entry from the OMol25 dataset: a cluster of 2 separate species, C5H16N3P in total at a distorted geometry (ωB97M-V with the def2-TZVPD basis set).

Energy above the lowest of the compared OMol25 structures with the same formula, charge and spin = 536.8 kJ/mol
Frontier orbital gap (alpha / beta) = 7.0 / 7.5 eV
Energy = -705.4738 Eh
Largest force on an atom = 4.74 eV/Å
E_HOMO (alpha / beta) = -7.28 / -7.68 eV

Cartesian coordinates (Å):
H (-1.447, 1.205, -0.896)
P (0.507, -0.530, -0.262)
H (-2.722, 0.530, 0.394)
C (0.460, -0.597, -2.189)
C (1.966, 1.741, -0.704)
C (-2.050, 0.348, -0.399)
C (-1.636, -1.383, 1.195)
C (1.055, 1.363, 1.583)
H (-0.609, -2.015, 1.659)
H (0.120, 0.339, -2.661)
H (-2.671, -0.131, -1.157)
H (2.921, 1.410, -0.345)
H (-2.213, -2.107, 0.654)
H (0.080, 0.747, 1.993)
H (0.084, -3.352, 0.815)
H (0.735, 2.293, 1.960)
H (2.022, 1.032, 2.028)
N (-1.085, -0.482, 0.231)
H (1.890, 2.804, -0.505)
H (-0.261, -1.244, -2.518)
H (-2.114, -0.978, 2.095)
H (1.843, 1.505, -1.699)
H (1.390, -0.779, -2.666)
N (0.773, -2.793, 1.296)
N (0.961, 1.075, 0.097)

No. 3
Entry from the OMol25 dataset: a cluster of 3 separate species, C5H16N4 in total at a distorted geometry (ωB97M-V with the def2-TZVPD basis set).

Energy above the lowest of the compared OMol25 structures with the same formula, charge and spin = 537.6 kJ/mol
Frontier orbital gap (alpha / beta) = 8.4 / 7.3 eV
Energy = -418.9410 Eh
Largest force on an atom = 2.32 eV/Å
E_HOMO (alpha / beta) = -7.58 / -6.74 eV

Cartesian coordinates (Å):
H (0.136, 2.451, -1.128)
H (-0.119, 2.438, 1.187)
C (-0.392, 1.503, -1.211)
H (1.531, -1.407, 1.783)
C (2.407, 0.173, -0.144)
H (-3.327, 0.135, 0.114)
N (-1.009, -0.436, 0.288)
H (-2.735, 0.384, 1.603)
H (2.312, -2.379, 0.521)
H (-0.040, 0.946, 2.071)
N (0.002, 1.439, 1.192)
C (-1.402, -1.222, -0.874)
C (1.420, -1.775, 0.750)
H (-0.509, -1.664, -1.315)
N (1.276, -0.715, -0.222)
H (-1.425, 1.694, -1.494)
H (2.526, 0.647, 0.846)
N (-2.631, 0.679, 0.630)
H (2.338, 0.960, -0.898)
C (-0.351, 0.734, 0.083)
H (-2.067, -2.014, -0.531)
H (0.567, -2.452, 0.714)
H (3.336, -0.385, -0.339)
H (-1.921, -0.633, -1.637)
H (0.076, 0.899, -1.989)

No. 4
Entry from the OMol25 dataset: a cluster of 2 separate species, C5H16NO in total at a distorted geometry (ωB97M-V with the def2-TZVPD basis set).

2S+1 = 2
Energy above the lowest of the compared OMol25 structures with the same formula, charge and spin = 88.6 kJ/mol
Frontier orbital gap (alpha / beta) = 4.0 / 12.0 eV
Energy = -329.9820 Eh
Largest force on an atom = 1.11 eV/Å
E_HOMO (alpha / beta) = -3.27 / -11.47 eV
<S²> = 0.751

Cartesian coordinates (Å):
H (-1.262, -0.475, 2.509)
H (0.123, 1.369, 0.532)
H (-1.565, 1.309, 2.677)
C (-0.924, 0.534, 2.287)
O (1.249, -0.329, -3.271)
H (-2.154, 2.415, 0.569)
H (-1.796, 1.585, -0.901)
H (1.955, 0.478, -0.045)
H (2.076, -0.012, -3.654)
N (1.941, -0.535, -0.331)
C (-1.951, 1.426, 0.155)
H (2.887, -0.873, -0.003)
H (-1.296, -1.286, 0.396)
H (-2.875, 0.862, 0.281)
C (-0.742, 0.742, 0.771)
H (0.742, -2.246, -0.259)
H (1.030, -1.144, -3.755)
H (0.021, 0.629, 2.817)
H (1.039, -1.510, 1.303)
C (-0.523, -0.594, 0.045)
H (1.905, -0.575, -1.362)
C (0.812, -1.286, 0.263)
H (-0.690, -0.481, -1.025)

No. 5
Entry from the OMol25 dataset: a cluster of 3 separate species, C5H16NO in total at a distorted geometry (ωB97M-V with the def2-TZVPD basis set).

Energy above the lowest of the compared OMol25 structures with the same formula, charge and spin = 849.8 kJ/mol
Frontier orbital gap = 4.8 eV
Energy = -329.5572 Eh
Largest force on an atom = 2.39 eV/Å
E_HOMO = -14.91 eV
Charge = +1

Cartesian coordinates (Å):
C (-1.663, -0.951, -1.718)
H (-0.304, 2.084, 0.210)
H (2.618, -1.653, 1.726)
H (3.697, -0.668, 1.050)
O (0.705, 0.842, 1.991)
H (1.055, 1.193, 2.820)
C (-0.732, -0.716, -0.560)
H (-0.687, 0.237, 1.415)
H (0.670, 2.410, -1.200)
H (0.797, 0.173, -1.848)
H (1.161, 0.228, -0.062)
H (-2.449, 0.156, 0.825)
N (2.687, -0.839, 1.113)
C (-1.475, -0.327, 0.807)
H (-2.427, -1.673, -1.421)
H (2.229, -0.045, 1.588)
H (-0.253, -1.678, -0.305)
H (-1.139, -1.414, -2.561)
C (0.373, 0.302, -0.850)
H (-2.165, -0.055, -2.088)
C (-0.124, 1.770, -0.807)
H (-1.597, -1.267, 1.355)
H (-0.975, 1.893, -1.480)

No. 6
Entry from the OMol25 dataset: a cluster of 2 separate species, C5H16NO2 in total at a distorted geometry (ωB97M-V with the def2-TZVPD basis set).

Energy above the lowest of the compared OMol25 structures with the same formula, charge and spin = 333.4 kJ/mol
Frontier orbital gap = 10.8 eV
Energy = -404.9932 Eh
Largest force on an atom = 6.66 eV/Å
E_HOMO = -14.21 eV
Charge = +1

Cartesian coordinates (Å):
N (0.678, 0.488, 1.414)
O (2.646, -1.011, -0.161)
H (-1.038, -0.127, -1.616)
H (-0.062, 2.634, -0.327)
H (-1.004, 2.376, -1.706)
H (2.804, -1.850, -0.473)
H (1.322, -0.057, 2.057)
C (-1.132, -1.382, 1.212)
C (0.823, 1.447, -1.866)
H (3.353, -0.536, 0.217)
O (-2.483, -1.319, 0.630)
H (1.682, 1.223, -1.227)
H (1.178, 2.134, -2.577)
H (-1.396, -1.037, 2.320)
H (-1.940, 0.729, -0.067)
H (-2.415, -1.755, -0.239)
C (-0.933, 0.560, -0.488)
H (0.213, 1.246, 1.721)
H (1.348, 0.849, 0.744)
C (-0.155, -0.449, 0.383)
C (-0.326, 1.840, -1.064)
H (-1.073, -2.372, 1.150)
H (0.687, 0.605, -2.563)
H (0.627, -0.932, -0.131)

No. 7
Entry from the OMol25 dataset: a cluster of 2 separate species, C5H16NS in total at a distorted geometry (ωB97M-V with the def2-TZVPD basis set).

Energy above the lowest of the compared OMol25 structures with the same formula, charge and spin = 89.8 kJ/mol
Frontier orbital gap = 8.3 eV
Energy = -652.7795 Eh
Largest force on an atom = 1.40 eV/Å
E_HOMO = -11.61 eV
Charge = +1

Cartesian coordinates (Å):
H (4.066, -0.725, -2.414)
H (1.615, -2.296, 0.026)
H (-2.278, -0.667, 2.338)
H (2.408, -0.553, -3.029)
H (0.685, -0.999, 0.600)
N (-1.897, 0.382, 0.575)
H (-1.411, 1.733, 2.024)
H (2.896, -2.040, -2.209)
C (-0.337, 2.272, 0.231)
C (1.180, -1.342, -0.299)
H (0.251, 1.798, -0.556)
H (-0.095, 0.648, 1.720)
H (0.461, -1.555, -1.094)
C (-0.841, 1.258, 1.223)
H (0.273, 3.053, 0.677)
H (-2.711, 0.955, 0.375)
H (-3.272, -1.160, 0.975)
H (-1.578, 0.170, -0.376)
C (-2.264, -0.884, 1.270)
H (-1.521, -1.651, 1.088)
C (3.020, -0.958, -2.225)
H (-1.177, 2.772, -0.266)
S (2.528, -0.212, -0.654)

No. 8
Entry from the OMol25 dataset: a cluster of 2 separate species, C5H16NS in total (ωB97M-V with the def2-TZVPD basis set).

2S+1 = 2
Energy above the lowest of the compared OMol25 structures with the same formula, charge and spin = 50.2 kJ/mol
Frontier orbital gap (alpha / beta) = 12.1 / 6.8 eV
Energy = -652.3270 Eh
Largest force on an atom = 0.82 eV/Å
E_HOMO (alpha / beta) = -19.59 / -19.58 eV
Charge = +2
<S²> = 0.753

Cartesian coordinates (Å):
H (0.139, -1.942, -0.265)
H (-3.431, 1.769, 0.480)
C (1.229, -1.927, -0.148)
H (-0.876, 1.893, 2.181)
H (1.555, 0.184, 0.461)
C (1.684, -2.423, 1.224)
H (-3.111, 0.784, 1.862)
H (2.761, -2.337, 1.329)
H (1.227, -1.820, 2.012)
H (1.615, -2.551, -0.953)
H (-1.474, 0.802, -0.627)
H (-2.672, -0.291, -0.340)
C (1.752, -0.507, -0.371)
H (-1.297, -0.300, 0.557)
C (-2.619, 1.320, 1.052)
H (2.823, -0.463, -0.619)
S (0.969, 0.264, -1.815)
N (-1.985, 0.316, 0.116)
H (-2.161, 3.078, 2.140)
H (-1.152, 2.877, 0.712)
H (1.326, -3.440, 1.372)
C (-1.626, 2.347, 1.539)
H (1.512, 1.503, -1.723)

No. 9
Entry from the OMol25 dataset: a cluster of 3 separate species, C5H16O2 in total at a distorted geometry (ωB97M-V with the def2-TZVPD basis set).

2S+1 = 2
Energy above the lowest of the compared OMol25 structures with the same formula, charge and spin = 64.1 kJ/mol
Frontier orbital gap (alpha / beta) = 2.0 / 9.9 eV
Energy = -350.5080 Eh
Largest force on an atom = 2.32 eV/Å
E_HOMO (alpha / beta) = 1.13 / -6.88 eV
Charge = -1
<S²> = 0.750

Cartesian coordinates (Å):
H (0.750, -3.272, -0.746)
C (2.567, 0.782, 0.192)
H (-3.495, -0.578, -1.043)
O (-4.002, -0.855, -1.828)
H (0.406, -2.484, 0.809)
H (-0.509, -2.059, -0.716)
H (-4.151, 0.027, -2.205)
H (-6.453, 2.117, 1.048)
C (2.932, 1.905, 1.148)
H (3.834, 2.496, 0.873)
H (2.087, 2.562, 1.424)
H (-6.698, 1.942, -0.441)
C (0.423, -2.369, -0.282)
O (-6.007, 1.806, 0.240)
H (0.509, 0.210, 0.568)
H (1.614, -1.015, -1.524)
H (2.260, 1.197, -0.797)
H (3.062, 1.464, 2.155)
C (1.509, -0.212, 0.584)
H (2.508, -1.920, -0.306)
H (1.773, -0.729, 1.495)
H (3.489, 0.306, -0.162)
C (1.591, -1.322, -0.483)

No. 10
Entry from the OMol25 dataset: a cluster of 3 separate species, C5H16O2 in total at a distorted geometry (ωB97M-V with the def2-TZVPD basis set).

SMILES = CCC(C)C.O.O
Energy above the lowest of the compared OMol25 structures with the same formula, charge and spin = 86.1 kJ/mol
Frontier orbital gap = 11.3 eV
Energy = -350.5495 Eh
Largest force on an atom = 2.24 eV/Å
E_HOMO = -10.98 eV

Cartesian coordinates (Å):
H (0.791, -2.661, 1.360)
O (-0.988, 3.771, 1.151)
H (2.213, -2.329, -0.932)
C (1.322, -1.834, 0.890)
H (2.526, 0.777, -0.036)
H (0.251, -0.087, -0.986)
H (2.329, -1.727, 1.302)
C (1.178, -0.586, -1.268)
H (-0.043, -2.954, -2.161)
H (-1.013, 2.831, 0.933)
C (1.215, -1.999, -0.652)
O (-4.272, 2.286, 1.554)
H (2.674, 0.997, -1.771)
H (-3.526, 1.833, 1.205)
H (-5.016, 1.755, 1.221)
H (0.412, -3.971, -0.882)
C (2.450, 0.263, -0.995)
H (1.196, -0.542, -2.357)
H (-1.272, 4.312, 0.409)
H (-0.793, -2.881, -0.476)
H (0.812, -0.926, 1.233)
H (3.290, -0.450, -0.955)
C (0.112, -2.929, -1.086)